Density functional theory data (ωB97M-V/def2-TZVPD) for a molecular structure, C22H26BF4MoN4.

2S+1: 3
E_LUMO (spin up / spin down): -4.504 / -4.001 eV
Total charge: +1
HOMO energy (spin up / spin down): -10.223 / -11.222 eV
HOMO-LUMO gap (spin up / spin down): 5.7 / 7.2 eV
E_tot: -1565.447418 a.u.

Each line ends with the Löwdin charge.
Geometry (Å):
Mo  -0.39  0.24  0.45  1.789
C  -0.11  -3.11  1.99  -0.170
C  -0.47  -1.69  2.48  -0.165
C  0.76  -0.83  2.86  -0.164
N  1.15  -0.03  1.69  -0.170
C  2.30  0.61  1.50  -0.197
C  3.47  0.24  2.17  0.020
C  4.74  0.78  2.11  -0.039
C  5.16  1.95  1.50  -0.059
C  4.38  2.83  0.79  -0.036
C  3.06  2.70  0.34  0.013
C  2.15  1.67  0.50  -0.189
N  0.94  1.66  -0.14  -0.112
C  0.64  2.82  -1.02  -0.192
C  -0.61  2.71  -1.89  -0.148
C  -1.85  2.24  -1.12  -0.175
N  -1.68  0.79  -0.99  -0.154
C  -2.00  -0.06  -1.95  -0.201
C  -2.84  0.30  -3.04  0.021
C  -3.46  -0.50  -3.96  -0.034
C  -3.39  -1.89  -4.13  -0.057
C  -2.54  -2.75  -3.49  -0.039
C  -1.58  -2.49  -2.50  0.012
C  -1.32  -1.34  -1.79  -0.186
N  -0.37  -1.28  -0.78  -0.163
C  0.40  -2.50  -0.44  -0.198
C  -0.37  -3.42  0.51  -0.174
H  -0.65  -3.84  2.59  0.118
H  0.96  -3.28  2.18  0.112
H  -1.14  -1.73  3.33  0.123
H  -1.09  -1.17  1.71  0.050
H  1.57  -1.47  3.22  0.108
H  0.50  -0.15  3.66  0.127
H  3.38  -0.64  2.79  0.110
H  5.50  0.23  2.65  0.119
H  6.20  2.22  1.63  0.116
H  4.86  3.76  0.50  0.120
H  2.72  3.55  -0.24  0.100
H  1.48  2.98  -1.68  0.119
H  0.53  3.70  -0.38  0.134
H  -0.43  2.01  -2.71  0.117
H  -0.78  3.69  -2.34  0.126
H  -2.78  2.52  -1.62  0.114
H  -1.88  2.69  -0.13  0.115
H  -3.08  1.35  -3.12  0.108
H  -4.13  0.02  -4.64  0.120
H  -4.04  -2.32  -4.88  0.116
H  -2.59  -3.78  -3.81  0.119
H  -0.98  -3.35  -2.23  0.105
H  1.32  -2.16  0.04  0.109
H  0.69  -3.01  -1.35  0.111
H  -0.09  -4.46  0.32  0.120
H  -1.44  -3.34  0.30  0.119
F  -0.96  1.76  1.90  -0.052
B  -2.23  1.28  2.57  -1.180
F  -1.83  0.52  3.66  0.158
F  -2.74  0.43  1.54  0.080
F  -3.00  2.35  2.85  0.211

Density functional theory data (ωB97M-V/def2-TZVPD) for 4 unconnected molecules or ions with the total composition CH7O5.

E_LUMO: 3.730 eV
Total charge: -1
HOMO energy: -5.253 eV
HOMO-LUMO gap: 9.0 eV
Relative energy (zero: lowest compared OMol25 entry of this formula, charge and spin): 12.6 kcal per mole
E_tot: -418.587210 a.u.

Each line ends with the Löwdin charge.
Geometry (Å):
O  -1.31  -1.26  1.63  -0.096
C  -0.26  -0.63  1.42  -0.598
O  0.34  -0.51  0.32  -0.155
H  0.18  0.01  2.23  0.108
H  2.00  -1.34  -2.00  0.022
H  1.87  -1.38  -0.45  0.011
O  2.28  -1.86  -1.22  -0.123
H  0.74  1.01  -0.58  -0.002
H  1.47  1.96  -1.59  0.002
O  0.87  1.96  -0.85  -0.108
H  -2.42  0.95  -0.35  0.024
H  -2.71  0.31  1.11  0.007
O  -3.07  0.77  0.34  -0.092

Density functional theory data (ωB97M-V/def2-TZVPD) for C3H6N4O in the gas phase.

E_LUMO: -0.008 eV
HOMO energy: -9.391 eV
HOMO-LUMO gap: 9.4 eV
Relative energy (zero: lowest compared OMol25 entry of this formula, charge and spin): 39.4 kcal per mole
E_tot: -412.146074 a.u.

Each line ends with the Löwdin charge.
Geometry (Å):
C  -1.53  -0.01  0.04  -0.534
C  0.65  -0.92  -0.11  -0.139
C  2.64  0.31  0.29  -0.325
H  -3.18  -1.15  -0.07  0.059
H  -3.28  0.45  -0.33  0.119
H  -0.30  1.22  -0.82  -0.004
H  1.47  -1.53  -0.54  0.138
H  0.61  0.89  0.78  0.120
H  2.94  1.11  0.95  0.127
N  -2.84  -0.30  0.26  0.112
N  -1.20  1.15  -0.47  0.097
N  -0.62  -1.12  0.00  0.111
N  1.27  0.24  0.40  0.062
O  3.38  -0.35  -0.39  0.060

Density functional theory data (ωB97M-V/def2-TZVPD) for C7H15NS in the gas phase.

E_LUMO: 0.739 eV
HOMO energy: -8.283 eV
HOMO-LUMO gap: 9.0 eV
Relative energy (zero: lowest compared OMol25 entry of this formula, charge and spin): 18.3 kcal per mole
E_tot: -728.558360 a.u.

Each line ends with the Löwdin charge.
Geometry (Å):
C  -1.62  0.17  -1.11  -0.151
C  -0.23  0.30  -0.53  -0.453
C  0.91  0.83  -1.55  -0.020
C  1.09  -1.77  -0.16  -0.034
C  -0.80  -1.12  1.41  -0.069
C  1.19  0.33  1.52  -0.024
C  0.31  -0.59  0.55  -0.551
N  -1.35  1.18  -0.17  -0.419
S  -1.16  2.88  -0.56  0.749
H  -1.75  0.53  -2.11  0.096
H  -2.42  -0.52  -0.73  0.113
H  0.77  0.41  -2.50  0.061
H  1.85  0.55  -1.06  0.047
H  1.00  1.91  -1.49  0.031
H  1.29  -2.51  0.65  0.081
H  1.99  -1.37  -0.75  0.088
H  0.41  -2.21  -0.95  0.097
H  -0.54  -2.09  1.98  0.120
H  -0.88  -0.34  2.14  0.067
H  -1.78  -1.18  0.95  0.060
H  2.14  0.72  1.02  0.097
H  1.46  -0.35  2.37  0.096
H  0.65  1.17  1.83  0.047
H  -2.50  3.09  -0.75  -0.129

Density functional theory data (ωB97M-V/def2-TZVPD) for a molecular structure, C34H28AgN3OP2Se2.

E_LUMO: -0.129 eV
HOMO energy: -7.995 eV
HOMO-LUMO gap: 7.9 eV
Relative energy (zero: lowest compared OMol25 entry of this formula, charge and spin): 2.9 kcal per mole
E_tot: -7184.530051 a.u.

Each line ends with the Löwdin charge.
Geometry (Å):
Ag  -1.24  -2.34  3.27  0.539
Se  2.33  2.06  -0.10  0.369
P  1.59  0.42  -1.19  0.579
C  2.84  -0.43  -2.21  -0.338
C  2.66  -1.74  -2.65  -0.097
C  3.60  -2.32  -3.49  -0.075
C  4.72  -1.61  -3.88  -0.084
C  4.91  -0.31  -3.44  -0.077
C  3.97  0.28  -2.60  -0.099
C  0.31  0.90  -2.39  -0.325
C  -0.23  -0.03  -3.28  -0.080
C  -1.11  0.38  -4.26  -0.097
C  -1.49  1.72  -4.36  -0.077
C  -0.97  2.64  -3.46  -0.066
C  -0.06  2.24  -2.49  -0.111
C  0.93  -0.88  -0.11  -0.431
C  -0.27  -1.21  0.52  -0.452
N  0.02  -2.23  1.37  -0.144
N  1.32  -2.49  1.28  -0.055
N  1.88  -1.70  0.39  0.000
P  -1.99  -0.76  0.33  0.601
Se  -3.29  -1.44  1.91  0.302
C  -2.09  1.03  0.24  -0.357
C  -0.99  1.80  0.60  -0.130
C  -1.11  3.18  0.65  -0.088
C  -2.31  3.79  0.33  -0.070
C  -3.42  3.02  -0.01  -0.071
C  -3.31  1.64  -0.05  -0.108
C  -2.50  -1.52  -1.24  -0.346
C  -2.26  -2.88  -1.37  -0.089
C  -2.66  -3.55  -2.51  -0.069
C  -3.32  -2.86  -3.53  -0.074
C  -3.56  -1.51  -3.40  -0.091
C  -3.14  -0.83  -2.26  -0.094
H  1.81  -2.32  -2.31  0.098
H  3.46  -3.35  -3.82  0.104
H  5.46  -2.07  -4.53  0.102
H  5.79  0.25  -3.74  0.104
H  4.11  1.29  -2.24  0.062
H  0.04  -1.08  -3.21  0.105
H  -1.52  -0.34  -4.96  0.104
H  -2.18  2.03  -5.13  0.105
H  -1.25  3.69  -3.53  0.106
H  0.37  2.95  -1.80  0.049
H  -0.04  1.33  0.85  0.023
H  -0.24  3.77  0.92  0.097
H  -2.39  4.87  0.37  0.105
H  -4.36  3.49  -0.24  0.105
H  -4.19  1.04  -0.26  0.104
H  -1.76  -3.42  -0.57  0.105
H  -2.47  -4.62  -2.61  0.107
H  -3.64  -3.39  -4.42  0.106
H  -4.06  -0.96  -4.19  0.110
H  -3.29  0.24  -2.19  0.096
C  -0.69  -0.33  7.19  -0.007
C  -0.11  -0.84  5.90  -0.369
O  -0.59  -1.84  5.40  -0.040
C  1.01  -0.10  5.26  -0.158
C  1.47  -0.48  3.99  -0.018
C  2.49  0.21  3.37  -0.063
C  3.08  1.29  4.02  -0.062
C  2.65  1.66  5.29  -0.071
C  1.62  0.97  5.91  -0.034
H  -1.61  -0.87  7.40  0.087
H  -0.88  0.74  7.14  0.088
H  0.02  -0.50  8.01  0.098
H  1.03  -1.33  3.49  0.057
H  2.81  -0.08  2.38  0.079
H  3.87  1.84  3.53  0.109
H  3.12  2.49  5.80  0.105
H  1.29  1.28  6.89  0.106

Density functional theory data (ωB97M-V/def2-TZVPD) for 2 unconnected molecules or ions with the total composition C6H9PSi.

E_LUMO (spin up / spin down): -0.328 / -1.435 eV
HOMO energy (spin up / spin down): -9.088 / -6.641 eV
HOMO-LUMO gap (spin up / spin down): 8.8 / 5.2 eV
Relative energy (zero: lowest compared OMol25 entry of this formula, charge and spin): 85.4 kcal per mole
E_tot: -864.693033 a.u.

Each line ends with the Löwdin charge.
Geometry (Å):
C  2.12  2.12  0.13  -0.109
C  1.10  2.94  -0.32  -0.069
C  1.84  0.77  0.38  -0.118
C  -0.24  2.43  -0.65  -0.122
C  0.60  0.26  0.05  -0.130
C  -0.43  1.11  -0.46  -0.450
Si  -2.10  0.36  -0.92  0.759
P  -0.03  -4.04  1.33  0.550
H  3.14  2.55  0.40  0.126
H  1.23  3.98  -0.63  0.096
H  2.57  0.12  0.91  0.113
H  -0.94  3.08  -1.07  0.071
H  0.28  -0.86  0.17  0.096
H  -2.24  -0.99  -1.54  -0.116
H  -3.36  0.86  -0.71  -0.170
H  0.15  -3.71  2.76  -0.207
H  1.29  -3.92  1.28  -0.320

Number 1: largest force on an atom 1.854 eV/Å. Number 2: largest force on an atom 1.113 eV/Å. Number 3: largest force on an atom 3.871 eV/Å. Number 4: largest force on an atom 4.058 eV/Å. Number 5: largest force on an atom 0.513 eV/Å. Number 6: largest force on an atom 4.796 eV/Å.